(1)
The following is a DFT calculation (ωB97M-V with the def2-TZVPD basis set) of 2 unconnected molecules or ions with the total composition C22H19Cl2FN2O2 in a non-equilibrium geometry.

The largest force on an atom comes out at 2.26 eV/Å. As for the net charge: 0. The value obtained for the LUMO energy is -0.2 eV. The spin multiplicity is 1. The value obtained for the HOMO energy is -8.77 eV. As for the SMILES: CCOC(=O)[C@@H](F)N=C(c1ccccc1)c1ccccc1.Clc1cccc(Cl)n1.

CARTESIAN COORDINATES (ANGSTROEM)
1 C 3.15930 -1.22787 -3.87141
2 C 2.97909 -4.66218 4.80963
3 H 2.88309 -0.71795 -5.91907
4 H 5.85026 -3.15942 3.63004
5 H 4.22075 -0.96521 -3.97044
6 F 1.84623 -3.06751 -1.41740
7 H 5.01234 -4.55587 5.56276
8 C -1.47797 -6.85082 -1.82925
9 C -2.52273 -2.49391 2.53139
10 N 2.31026 -2.19034 0.68861
11 H 2.61101 -5.29028 5.63658
12 H 1.07295 -4.60497 3.81351
13 C -3.21243 -5.22977 -2.39326
14 C 2.10421 -4.25007 3.79032
15 C 3.13664 -1.20484 -1.41233
16 H 2.15754 0.44171 -4.82709
17 C -2.49942 -5.03560 -3.59061
18 O 4.28134 -1.27298 -1.05064
19 H -3.58297 -2.41806 2.76834
20 H -4.17218 -4.73497 -2.21285
21 C 2.34996 -0.61753 -4.98305
22 C 2.55521 -3.40236 2.74420
23 Cl -0.70816 -8.00854 -0.83942
24 H 1.08248 -1.28715 -0.77544
25 C 1.70167 -2.77046 1.67398
26 Cl -0.34749 -5.64897 -5.22645
27 H -2.83099 -3.09482 0.47809
28 H -0.38894 -3.02243 -0.12842
29 H 0.52537 -2.39001 4.03519
30 C -2.09391 -2.83028 1.23483
31 C 0.23520 -2.72806 1.92275
32 C 4.80090 -3.46264 3.69355
33 H -1.85348 -2.21710 4.58541
34 N -0.92308 -6.80400 -3.04087
35 O 2.69619 -0.66856 -2.58626
36 C 1.97519 -1.91428 -0.65507
37 C 3.90817 -3.07625 2.68636
38 C -0.72670 -2.84669 0.90355
39 H -3.04320 -6.26929 -0.46961
40 H 4.23551 -2.50558 1.81987
41 C -0.21254 -2.46502 3.23543
42 C 4.32208 -4.23809 4.77082
43 H 1.40304 -1.15372 -5.09741
44 C -1.33510 -5.81082 -3.83541
45 H -2.82978 -4.36418 -4.37283
46 C -1.56919 -2.36799 3.54229
47 C -2.62038 -6.08744 -1.45184
48 H 3.05070 -2.31138 -3.87289

(2)
The following is a DFT calculation (ωB97M-V with the def2-TZVPD basis set) of a single C22H19ClN4O6S molecule in a non-equilibrium geometry.

The largest force on an atom comes out at 1.08 eV/Å. As for the net charge: 0. The value obtained for the LUMO energy is -0.1 eV. The spin multiplicity is 1. The value obtained for the HOMO energy is -8.50 eV. As for the SMILES: N#C/C(=C(/O)COC(=O)c1ccc(Cl)c(S(=O)(=O)N2CCOCC2)c1)c1nc2ccccc2[nH]1.

CARTESIAN COORDINATES (ANGSTROEM)
1 N -1.81633 0.18693 1.84443
2 N -5.75100 0.38642 -0.69965
3 C -6.04240 -1.60322 0.35082
4 Cl 4.20593 -0.12795 2.64325
5 O -1.23895 2.70008 0.15383
6 C 5.99369 0.04541 -2.52928
7 H 2.11228 1.63814 3.37089
8 C -7.85474 -0.91171 -1.11956
9 C 2.85333 0.42946 1.77044
10 C 5.34635 0.71350 -1.31155
11 H 5.96861 1.54262 -0.95927
12 C 6.44240 -0.92614 0.08599
13 O 3.98712 -2.29620 0.56190
14 N -4.83472 -1.06444 0.72114
15 N 5.20649 -0.22800 -0.21742
16 C -0.49709 1.76948 -0.48336
17 O 7.21742 -0.56549 -2.18131
18 C 1.56804 0.43636 -0.25387
19 O -4.50351 2.51254 -1.36784
20 H -8.47095 -3.89764 0.36014
21 C 0.86789 1.76514 1.62933
22 C -3.52806 2.15352 -0.55894
23 H 6.21037 -1.69889 0.81787
24 C -8.49690 -2.08106 -0.77103
25 H -2.71548 4.05463 -0.01750
26 C -3.56930 1.00609 0.18220
27 H -6.25456 -3.48179 1.38222
28 C -7.92917 -2.99578 0.11860
29 C -4.71171 0.12230 0.06191
30 H 8.01824 -1.97126 -0.98823
31 H 5.29684 -0.70201 -2.93290
32 H 7.13920 -0.20022 0.51687
33 H 6.23030 0.78410 -3.29673
34 H -4.15405 -1.46383 1.34635
35 H 1.42088 0.07823 -1.26166
36 H -2.14635 3.38948 -1.57351
37 C -2.56771 0.60122 1.07985
38 C 0.66837 1.33288 0.31880
39 H 4.35240 1.08312 -1.56447
40 C 1.95354 1.31544 2.35450
41 C 7.03292 -1.54461 -1.18232
42 H 6.35216 -2.33022 -1.54430
43 O -0.76903 1.35893 -1.58122
44 C 2.65501 -0.00713 0.46809
45 S 3.81527 -1.15863 -0.28713
46 C -2.39196 3.14456 -0.53184
47 H -8.29092 -0.20460 -1.80641
48 H 0.16026 2.44386 2.07671
49 H -5.22675 1.80330 -1.33809
50 O 3.38156 -1.37536 -1.63646
51 C -6.61017 -0.67122 -0.54944
52 C -6.69413 -2.77506 0.69524
53 H -9.46528 -2.30018 -1.19506

(3)
The following is a DFT calculation (ωB97M-V with the def2-TZVPD basis set) of a molecular structure, C22H19ClN5O2Re.

The largest force on an atom comes out at 0.74 eV/Å. As for the net charge: +1. The value obtained for the LUMO energy (alpha / beta) is -3.4 / -3.5 eV. The spin multiplicity is 2. The value obtained for the HOMO energy (alpha / beta) is -9.86 / -10.46 eV.

CARTESIAN COORDINATES (ANGSTROEM)
1 H 2.89841 1.29139 0.29473
2 C -0.78825 -2.21588 1.25769
3 H -0.01798 0.56173 2.42983
4 C 0.99424 2.07327 -0.34767
5 C 4.63549 -2.19248 0.90993
6 C 2.51222 -1.21994 0.34636
7 C -1.75294 1.29647 1.73334
8 H 3.39776 -5.41122 -1.31978
9 H -2.84732 2.96517 2.63889
10 C 3.09779 -3.45192 -0.45365
11 H -4.77015 1.19380 -1.84169
12 C -0.06893 1.76564 -1.24328
13 C -5.06268 0.91670 -0.83085
14 O -2.82760 -0.70087 -0.85775
15 H -1.00319 4.97008 -1.94454
16 C 1.33012 3.41604 -0.07529
17 C -0.76191 2.85449 -1.82345
18 H -0.40702 -3.54886 -2.00532
19 N -3.93071 1.08408 0.08297
20 C 0.59500 -3.53247 -1.59696
21 H -0.64339 1.92552 3.32348
22 N 1.51119 -0.21149 0.24256
23 C 2.70987 -4.58249 -1.20955
24 H 2.16626 3.63965 0.57613
25 C 0.59696 4.43435 -0.61384
26 C 1.85643 1.03259 0.11640
27 C 4.34657 -3.32325 0.20065
28 N -0.68561 1.31446 2.52767
29 H -5.37433 -0.12425 -0.82929
30 Cl 0.96845 6.08399 -0.23454
31 C -2.84659 2.19761 1.88155
32 H -1.60619 -2.06867 1.97069
33 C 1.47325 -4.61199 -1.78888
34 H 1.14471 -5.45760 -2.37514
35 C 3.71809 -1.12128 0.97978
36 H 3.98145 -0.23345 1.54007
37 H -1.54704 2.62740 -2.53316
38 C -0.45268 4.14994 -1.50256
39 C -3.89011 2.05322 1.03327
40 H -0.31707 -3.19001 1.41964
41 N 0.92053 -2.46230 -0.90145
42 H 5.06082 -4.13365 0.13748
43 C -2.86744 0.22302 -0.04506
44 H 5.58313 -2.10254 1.42268
45 H -4.75648 2.69825 1.07935
46 O -0.38765 0.54631 -1.56475
47 C 2.17349 -2.40271 -0.34900
48 N -1.78442 0.39424 0.75755
49 Re -0.39467 -0.95831 -0.12044
50 H -5.87990 1.54822 -0.49480

(4)
The following is a DFT calculation (ωB97M-V with the def2-TZVPD basis set) of a molecular structure, C22H19EuN8O2 in a non-equilibrium geometry.

The largest force on an atom comes out at 9.00 eV/Å. As for the net charge: +1. The value obtained for the LUMO energy (alpha / beta) is -3.8 / -6.1 eV. The spin multiplicity is 8. The value obtained for the HOMO energy (alpha / beta) is -7.97 / -11.67 eV.

CARTESIAN COORDINATES (ANGSTROEM)
1 C -2.21734 -1.82741 -1.21794
2 C -5.18523 -3.09297 -4.11572
3 C 0.36781 1.41161 -2.02135
4 H -2.96456 -0.15705 -4.94824
5 C 3.13956 2.91450 4.72282
6 N -5.35205 -2.48353 -5.29138
7 C -1.51650 -0.13220 -2.72211
8 N 1.14834 3.23731 -3.34347
9 C 2.71868 2.05310 3.56754
10 N 3.14849 0.51300 1.99465
11 H -2.61339 -3.50266 0.88746
12 C 0.33915 2.19269 -3.16647
13 H -4.18810 -3.27843 -2.25095
14 N -1.66722 -3.59632 2.70677
15 C -3.57040 -1.00349 -4.65361
16 C -1.04843 -2.02529 1.02239
17 H 0.91991 3.38693 4.24462
18 C -4.54068 -1.45212 -5.53466
19 H 3.47009 2.28525 5.55022
20 H -0.56528 -3.48925 4.45326
21 H -2.86002 -2.64970 -0.94706
22 H 3.98596 3.53682 4.42961
23 H 0.87250 -1.61512 3.61419
24 C 0.08583 -2.03734 3.00284
25 H 2.66436 4.35323 -2.48927
26 C -3.40538 -1.64197 -3.43444
27 C -0.70769 -3.07410 3.46295
28 Eu 1.33942 0.28110 0.94508
29 H 5.30308 -0.14299 3.70185
30 C 2.00207 3.50606 -2.36219
31 C 5.14214 0.89662 3.41046
32 C -1.82901 -3.06879 1.49318
33 C -0.56440 0.24844 -1.79409
34 H 2.74662 2.94146 -0.41808
35 N -0.08819 -1.52236 1.79650
36 H -4.67156 -0.95371 -6.48877
37 O 0.56244 2.86519 3.51096
38 O 3.49138 -0.40389 1.14470
39 H 2.37013 3.57666 5.10872
40 H 5.83747 1.10762 2.59630
41 H 5.40312 1.53245 4.25633
42 N 1.23634 1.69715 -1.05320
43 N 1.55801 2.02782 3.02315
44 C 3.72734 1.09850 2.95179
45 H -1.59633 0.40095 -3.65630
46 H -0.35115 1.98453 -3.97245
47 H -5.84109 -3.93229 -3.91340
48 C -2.36646 -1.19609 -2.44738
49 N -0.43130 -0.38631 -0.63225
50 C -4.24286 -2.71543 -3.17270
51 C -1.24329 -1.39767 -0.33497
52 C 2.04766 2.72949 -1.21589